# 1
A cluster of 12 separate species, C43H112N4O23 in total in a non-equilibrium geometry. Source: the OMol25 dataset; level of theory: ωB97M-V/def2-TZVPD.

Computed properties:
SMILES = CC1(C)CCCC(C)(C)N1O.COCCNCCOC.COCCNCCOC.COCCNCCOC.OCCO.OCCO.OCCO.OCCO.OCCO.OCCO.OCCO.OCCO
gap between HOMO and LUMO = 8.232 eV
LUMO energy = 0.0079 hartree

```
182
Properties=species:S:1:pos:R:3:forces:R:3
H -1.71439 -2.04464 7.05812 0.105 0.315 -0.037
H 1.45169 -1.15578 -4.84836 0.068 -0.110 -0.048
H 3.87275 2.43635 -4.88116 -0.042 -0.329 -0.211
H -4.03720 0.23701 -2.63835 -0.595 0.099 -0.220
H 5.24859 -7.25991 -2.42802 -0.119 0.061 -0.035
O -1.53876 -4.74824 3.30919 -0.436 0.101 -0.458
C 1.10406 -0.95168 -3.83564 0.706 -0.009 -0.954
O -0.04721 -0.89087 2.16371 -0.089 -0.101 3.555
H -1.73731 3.90395 -0.06384 0.190 -0.023 0.110
H 4.58980 1.30722 0.50455 0.298 -0.368 -0.005
C 3.51121 -2.32563 1.50798 1.782 0.685 0.032
O -3.60006 -3.07806 2.65762 -1.116 0.953 -0.634
C -2.73452 0.30786 -4.40057 -0.455 1.021 0.721
H 0.24884 -0.28787 -3.96230 -0.448 -0.057 0.429
H -2.86896 0.86011 -7.12955 0.185 -0.123 -0.058
H -4.73093 -4.76054 -1.02193 -0.365 0.000 0.018
H 4.08711 -5.01849 0.29920 -0.137 0.633 -0.082
C 0.71677 3.77633 -5.76032 -0.001 -0.102 -1.987
C 4.24754 0.51276 -1.53676 0.369 0.753 0.194
C 0.91154 3.24634 3.77318 -0.343 -0.108 -1.376
H -2.58369 2.28111 1.47752 -0.043 -0.671 0.103
H -0.52913 2.07672 -6.58779 0.011 -0.029 0.687
C 0.26876 2.84688 -2.09466 -0.307 1.201 -0.747
H 6.06272 -1.70184 3.35069 0.440 -0.174 0.037
H 0.07237 5.94619 -5.77768 -0.547 -0.442 -0.389
H -3.39568 -2.07477 -1.57421 -0.936 0.620 -0.275
H 1.50847 1.07645 0.58031 0.338 -0.103 0.454
C -4.86059 -3.71429 -1.29877 -0.227 0.494 -0.793
H 3.31820 2.63426 7.17132 0.156 -0.682 -0.622
C -4.46570 -0.49904 -7.75161 -0.729 1.710 1.217
H -5.34985 1.97153 -2.79188 -0.134 -0.029 0.186
H 3.44525 2.21894 -0.37527 -0.351 -0.464 -0.324
H 2.49726 -3.68977 -1.70931 -0.078 -0.334 -0.267
H 1.63359 -4.08929 2.87378 0.428 0.087 -0.010
O 5.67291 -2.14494 2.59351 -1.262 0.779 0.176
H -5.30615 -3.59808 -2.28673 -0.337 -0.542 -0.170
C -3.91137 -2.20425 3.74118 0.134 -0.463 0.640
H 2.90990 1.01283 11.71492 0.943 -0.497 -0.206
H 2.22783 4.16224 2.31071 0.222 0.137 0.049
C -3.33609 2.86296 0.94513 1.517 -0.166 -0.467
H 4.04813 -2.17287 0.57177 0.132 -0.823 -0.345
C 4.39389 -1.49299 2.45940 -1.218 -0.431 0.236
C 0.99729 3.60547 -3.25220 0.639 0.262 1.880
H 3.83541 -1.33094 3.38133 0.228 -0.707 0.802
H -4.75757 2.53379 -4.32826 0.164 0.144 -0.061
H -1.44328 -5.54923 3.82967 0.110 -0.140 -0.025
N -3.82630 0.28079 -5.34080 -0.484 -0.581 -1.865
H -2.85255 -3.61806 2.92449 0.267 -0.423 0.251
H -0.08161 -4.03253 -1.84295 0.484 -0.623 -0.475
C -2.54073 4.13837 0.63449 -2.011 -1.401 -0.891
O -2.70133 -3.41895 -0.34154 1.388 -0.923 0.807
H 0.83448 -1.09003 1.84033 0.271 0.017 -0.495
C 0.80461 -4.45342 3.48067 0.573 -0.767 -2.299
H 3.37763 -0.07831 -1.25043 -0.397 0.180 -0.154
H -2.67405 -0.88586 -6.72456 0.555 -0.009 0.096
C 3.08450 1.48639 8.93771 0.189 0.866 1.370
H 0.52421 5.72082 -2.80167 -0.211 -0.118 0.247
O -2.11322 4.60237 1.87953 0.807 0.681 0.060
H 1.41371 -5.06708 0.66103 0.194 -0.069 -0.022
O -4.44256 3.07132 1.75897 -0.567 0.401 0.140
O 1.10181 -5.76651 3.95101 -0.210 0.329 0.349
H -2.10052 1.13006 -4.73241 0.639 -0.297 -0.181
C 2.01560 0.45329 6.22777 -1.209 -0.397 2.121
C 1.40134 5.07379 -2.79165 -0.608 -0.813 -0.828
H -4.04710 -0.95795 -8.64731 0.275 0.554 -0.071
N 1.90711 -3.77064 -0.89365 -1.129 0.057 0.437
H -2.95718 -3.47069 -2.37301 -0.061 -0.882 0.095
O 5.37895 -0.34363 -1.56769 0.809 0.019 0.956
C 1.89717 -5.11002 -0.31495 2.715 -0.948 -0.279
H -0.64877 3.36851 -1.82240 0.115 0.278 0.264
H -4.15194 3.71598 2.40825 -0.163 0.115 0.373
H 2.58491 3.37606 -6.88920 -0.212 0.143 -0.035
C -0.37518 -4.56113 2.48681 -0.096 0.960 2.427
H 0.05963 3.92604 3.75448 -0.243 0.073 0.188
C -5.23881 -1.47158 3.63617 -1.404 -1.101 -1.308
H 4.18588 0.93371 -2.54030 -0.666 0.238 0.056
H 1.71458 5.74428 -5.57330 0.371 -0.361 0.176
H 2.09031 3.15801 8.12176 -0.038 0.022 0.741
C -3.46168 -3.15668 -1.45924 -0.214 1.341 0.167
H 1.86851 5.09648 -1.80710 0.047 -0.086 -0.060
H -3.64422 2.32421 0.04908 0.006 0.143 -0.062
C -1.10429 -1.64148 6.24983 1.188 1.104 -0.573
H 1.36187 -5.81230 -0.95398 -0.210 -0.185 -0.004
O -1.12871 4.04351 -4.28591 0.230 0.532 0.140
H 6.15162 2.34493 -0.91557 0.266 0.065 -0.071
C -3.15118 0.76593 -2.98951 0.032 -0.805 -0.371
H -7.11120 1.59325 -7.83278 0.157 0.030 -0.127
H -1.14764 3.68285 -6.93241 -0.014 -0.031 -0.281
H -5.02979 -1.31195 -7.29436 -0.374 -0.035 0.257
H -6.17248 -2.38640 -0.85969 -0.143 0.183 0.272
H -3.86204 -2.82251 4.63752 -0.116 0.241 0.417
H 1.76018 1.98503 -6.19231 0.257 -0.258 0.041
O 0.87132 -2.18465 -3.21892 -0.603 -0.099 -0.466
H 1.14331 5.43816 -7.14963 -0.449 -0.055 -0.163
H -1.61641 3.24236 -4.08122 -0.567 -0.043 0.174
H -4.48023 -0.46139 -5.13675 -0.165 -0.123 0.507
H -0.65925 -2.44394 5.66153 -0.339 -0.303 -0.131
H 0.66674 -3.69965 4.25586 -0.585 -0.213 0.116
C 2.07982 3.00844 -5.99598 -1.083 -0.212 1.140
H -0.12007 -3.37274 -0.31995 0.429 0.187 0.489
H -1.93408 -0.33563 1.59802 -0.002 -0.144 0.102
H 2.83758 0.77280 5.58717 -0.732 0.459 -0.824
H 1.86634 -5.69691 4.52742 0.045 -0.170 0.115
H -4.82814 3.64677 -2.92989 0.622 -0.043 0.124
C -4.61167 2.62826 -3.25220 0.156 -0.780 -0.113
C 5.17336 -6.71806 -1.48523 -0.192 -0.119 0.133
O -3.28967 2.16573 -2.86984 -0.600 0.434 0.021
H -2.40972 0.37057 -2.29522 0.513 0.652 0.129
H -7.14059 0.01363 -7.11339 0.245 -0.393 0.019
C 2.52833 2.21504 7.79458 -1.356 1.777 -1.166
H 2.09852 -2.15026 0.41987 -0.996 -0.189 -0.691
O -0.02986 -0.84075 6.75796 1.457 0.744 -0.744
H 1.59690 3.06806 5.56559 -0.301 -0.359 0.450
H -1.60379 -0.93117 5.59099 -0.902 -0.625 -0.147
H -5.39072 -0.60260 4.27640 0.627 -0.190 0.367
H 3.45073 4.07419 -4.91030 -0.042 0.383 0.990
C 0.51811 -3.38479 -1.20351 -0.229 1.231 -0.267
H 3.54090 0.53222 8.67436 -0.073 -0.209 0.252
H 2.59160 -0.15710 6.92328 -0.144 -0.606 0.217
C 3.38629 -5.70954 -0.16920 0.020 -0.261 -0.238
C 2.27175 2.75156 -3.47361 -0.201 0.589 -1.219
C 1.54927 3.30925 2.31866 -0.432 0.453 2.489
H -0.92119 -1.40691 0.54326 -0.962 0.209 -0.849
H -0.50799 -1.56567 -1.80198 0.016 0.363 0.154
C -0.23485 3.09270 -6.85105 -0.188 0.561 1.016
H -0.87116 0.69517 -0.50986 -0.942 0.623 0.054
C -3.35279 -0.03303 -6.73420 -1.141 -0.077 -0.321
N 1.42976 1.58696 7.03634 2.042 -0.460 -1.598
C -0.93986 -0.53629 1.19883 1.242 0.441 -1.270
H 0.78117 3.55301 1.58469 -0.049 -0.710 -0.160
O 3.90561 -6.13558 -1.42930 -1.375 1.002 -1.019
H 1.89939 -0.39968 -3.33478 0.056 0.133 0.260
O 2.04872 1.42678 9.89185 -0.600 -1.534 0.234
H -1.46160 5.26281 1.63293 0.142 0.373 0.698
C 3.00355 3.08757 -4.78899 0.237 0.102 -0.149
H -2.18551 -0.63045 -4.32139 0.289 -0.206 -0.122
H 2.05726 5.51287 -3.54337 0.310 -0.108 0.239
H 0.95860 2.77918 -1.25345 -0.258 -0.241 0.046
C 4.38141 1.67479 -0.50022 -0.006 0.218 -0.450
H 1.29522 -1.31390 5.22681 0.015 -0.078 -0.283
O 2.22105 -1.82959 1.31640 0.256 0.476 0.295
H 1.34757 0.47193 11.52878 -0.344 -0.091 -0.266
C -6.49163 0.86814 -7.30509 0.557 0.243 -0.511
C 0.87820 5.28826 -6.10305 0.675 0.026 0.399
O -6.40584 -2.37015 3.79109 1.544 0.251 0.161
O -5.73310 -3.06571 -0.34289 1.053 -0.328 -0.583
H -6.18329 1.32945 -6.36689 0.153 -0.158 0.120
H 3.40851 -3.37800 1.77269 0.732 -0.066 0.241
H -5.22910 -1.10412 2.61002 -0.256 0.218 -0.248
H -0.09815 1.87884 -2.43581 0.500 -0.282 0.012
H 2.77619 1.94823 2.83663 0.156 -0.159 0.063
N 0.17391 3.55016 -4.42583 0.898 -1.588 -1.164
H 2.49619 -0.50047 10.67047 0.625 0.168 -0.090
H -3.24265 4.81548 0.14772 0.101 0.520 -0.073
C 0.48814 -2.00316 -1.86857 0.928 -1.256 0.014
O 5.28147 2.74357 -0.84124 -0.079 -0.934 -0.125
H 4.44528 -0.45235 2.13919 0.494 -0.009 -0.855
C 2.28154 0.52553 10.96939 -1.282 1.001 0.431
O 1.81282 3.57457 4.77919 1.395 0.932 -0.118
H -0.44780 -3.55514 2.07352 -0.309 -0.067 -0.333
C 0.87246 -0.40310 5.65086 0.260 -0.351 1.136
H -0.35568 -5.32283 1.70737 0.509 -0.018 0.183
H 1.94005 1.71598 -3.54872 -0.076 -0.117 -0.152
H 3.50963 -6.61214 0.42930 -1.006 -0.087 0.677
H 2.92876 2.76235 -2.60395 -0.040 0.505 -0.026
H -7.22591 -1.87978 3.69816 0.181 0.270 -0.090
H 0.58910 2.24059 4.04265 -0.584 -0.222 -0.856
H 3.79292 2.17221 9.40236 0.958 -0.277 -0.239
H -0.51328 1.64344 0.97676 -0.132 -0.106 0.215
H 5.27847 -7.45072 -0.68507 0.326 -0.037 0.263
O 2.24523 2.11261 2.05390 -0.019 -0.095 -0.666
H -3.13857 -1.43724 3.79192 0.090 0.253 0.194
H 0.38650 0.15783 4.85255 -0.631 -0.149 0.132
H 5.44213 -0.83268 -2.39136 -0.264 0.182 -0.044
C -0.38168 0.69060 0.46405 -0.911 -0.527 -1.581
H -3.21505 -3.15156 0.42409 -0.132 0.106 0.649
O -5.36955 0.58821 -8.16686 0.350 -1.209 0.610
O 0.94594 0.52022 0.03646 0.735 -0.188 0.275
H 0.76943 1.19540 7.69266 -0.180 -0.106 0.056
H 1.30921 -1.40642 -1.47128 -0.593 0.581 0.742
H 0.21316 2.91465 -7.82864 0.344 0.764 -0.030
H 5.96849 -5.97257 -1.47530 0.167 0.064 0.319
```
Forces are in eV/Å.

Löwdin population analysis, charges in e, atoms 1 to 6:
1. H 0.094
2. H 0.095
3. H 0.103
4. H 0.109
5. H 0.088
6. O -0.082

# 2
A structure of composition C43H25BrMoN10O2. Source: the OMol25 dataset; level of theory: ωB97M-V/def2-TZVPD.

Computed properties:
expectation value of S² = 2.38
2S+1 = 3
gap between HOMO and LUMO (spin up / spin down) = 5.034 / 5.006 eV
LUMO energy (spin up / spin down) = -0.0579 / -0.0579 hartree
ΔE to the lowest compared entry with this formula, charge and spin = 0.00 kJ/mol

```
82
Properties=species:S:1:pos:R:3:forces:R:3
H 5.61574 0.25048 2.34382 0.013 -0.002 -0.004
N 1.60803 -1.75906 -0.46182 -0.137 0.061 0.042
C -1.20805 4.01671 0.66293 -0.091 0.047 -0.134
C 4.11376 1.76868 5.01201 0.077 0.030 0.049
C -2.51903 -1.62873 -0.38600 0.050 -0.020 -0.064
C 1.42151 -2.76183 -1.35490 0.221 0.051 0.043
H 2.31333 -4.89653 -3.14975 -0.010 -0.008 -0.007
C -4.04513 1.50082 4.92496 0.030 0.031 0.053
C -3.31097 0.33559 2.54576 0.088 0.064 0.095
C -1.90924 4.46115 -0.41603 0.075 -0.053 0.101
Mo 0.17217 -0.11855 -0.03980 -0.056 0.385 -0.173
N 3.52029 -0.83891 0.65282 0.137 0.111 0.158
H -1.62142 -4.84064 -3.29670 0.015 -0.005 -0.001
C -1.47361 2.32668 -1.55271 -0.024 -0.019 0.037
C -1.06230 0.56006 2.81129 -0.201 -0.133 -0.298
C -1.58388 1.63766 -2.78375 -0.103 -0.017 -0.240
H -4.36313 1.96006 5.85199 0.001 -0.001 0.001
C 2.78069 1.62956 4.67688 -0.082 -0.050 -0.070
C -0.69064 2.70778 0.66420 0.035 0.012 0.045
H 3.10489 3.18874 -2.45096 0.038 -0.015 -0.009
C -2.59066 -0.22737 1.42524 0.072 0.113 0.129
C 3.06532 -4.34007 -2.60766 0.042 -0.006 -0.012
N 2.74182 1.33200 -3.34821 -0.018 0.048 -0.028
C -4.50125 -2.81710 -1.56537 0.040 0.008 0.009
H 1.99013 1.99535 5.31727 -0.015 0.005 -0.004
C 3.50089 0.51376 2.64835 0.014 0.127 0.154
H 2.27091 1.60083 -4.20125 0.006 -0.005 -0.013
C 5.02390 -2.87245 -1.16514 -0.025 0.012 0.003
C 1.23754 0.67951 2.82074 -0.188 -0.016 -0.070
C 2.49200 0.99933 3.47286 0.282 0.036 0.055
C 3.66998 -2.59307 -1.03296 -0.022 -0.077 -0.086
H -2.34463 5.45236 -0.43900 -0.008 0.013 0.005
O 1.65348 0.83246 -0.96904 -0.183 -0.196 -0.076
C 5.13079 1.28145 4.18031 0.029 -0.002 -0.001
H 3.72102 1.15605 -3.53499 -0.004 -0.010 0.000
C -2.41993 -4.28497 -2.82521 -0.007 0.025 0.024
H -5.28572 -2.25546 -1.07760 -0.006 0.008 0.009
Br -0.73420 -0.04970 -3.00697 0.151 0.110 0.168
N -1.24562 -0.04778 1.60117 0.126 -0.122 -0.071
H -5.80405 -4.03948 -2.73551 -0.003 0.001 0.008
H 6.16223 1.41252 4.48068 0.002 0.000 0.001
C 2.84582 -0.11696 1.51468 -0.003 0.026 -0.077
H -6.06188 1.11051 4.30320 -0.006 0.000 -0.007
H -0.13341 2.42561 1.54461 0.007 0.003 0.002
H 4.38494 2.26378 5.93550 -0.007 -0.001 0.001
C -2.04854 3.63205 -1.55203 -0.063 0.106 0.006
H -1.94220 1.77328 5.31880 0.017 -0.005 -0.002
C 5.38007 -3.88807 -2.03438 0.081 0.029 0.024
C -2.23451 2.12591 -3.88098 0.077 -0.153 -0.001
N 0.07558 0.91498 3.37244 0.320 0.105 0.180
N 1.48894 0.06817 1.61950 -0.192 -0.189 -0.081
H -5.41120 0.04106 2.15532 0.004 -0.007 -0.018
H 4.73850 -5.40243 -3.41019 -0.009 0.000 -0.007
C -2.69694 1.40383 4.63829 0.002 -0.010 -0.007
C -2.34421 0.81398 3.42962 -0.140 -0.007 -0.039
C -2.73955 4.12682 -2.68426 -0.003 -0.068 -0.097
C 2.15441 2.03322 -1.10148 0.316 -0.030 0.119
N -1.15323 -1.74500 -0.50183 0.086 -0.023 0.262
H -2.26973 1.54054 -4.78963 -0.005 -0.004 0.002
C 2.70882 -3.31415 -1.74409 0.049 0.069 0.059
C -2.84412 3.39069 -3.82778 0.007 0.110 0.143
H -1.05097 4.65220 1.52487 0.001 0.007 0.007
H -4.01047 -5.31061 -3.81472 0.003 0.001 -0.008
C -3.16304 -2.55840 -1.29268 0.045 -0.081 -0.093
H -3.17560 5.11609 -2.61903 -0.008 0.007 -0.025
H 6.42585 -4.13194 -2.17081 -0.004 -0.004 0.002
C -5.01688 1.01523 4.03838 -0.046 -0.020 -0.030
C 4.84149 0.63830 2.99075 -0.109 -0.014 -0.025
C -2.14337 -3.27631 -1.90947 -0.106 -0.008 -0.013
C -4.66651 0.42049 2.84119 -0.014 0.008 0.018
C 2.94090 -1.63382 -0.22218 -0.218 -0.101 -0.176
H -3.36866 3.77177 -4.69314 -0.006 0.004 -0.009
C -3.74998 -4.53681 -3.10436 0.049 -0.052 -0.044
C 4.41547 -4.61271 -2.74429 -0.054 -0.051 -0.043
H 5.76410 -2.31193 -0.61073 -0.001 0.004 0.014
N 2.58714 2.32677 -2.38199 -0.162 -0.015 0.155
O 2.29304 2.84093 -0.20148 -0.111 0.060 -0.040
N -3.19249 -0.88864 0.45655 -0.043 -0.063 -0.051
C -0.82994 1.82056 -0.37770 0.191 -0.146 0.105
C -4.77625 -3.81141 -2.48449 -0.081 0.021 0.009
N 0.27061 -3.20499 -1.82007 -0.236 -0.078 -0.054
C -0.88895 -2.75057 -1.40182 0.011 0.031 0.008
```
Forces are in eV/Å.

Löwdin population analysis, charges in e, atoms 1 to 6:
1. H 0.114
2. N 0.044
3. C -0.054
4. C -0.071
5. C -0.291
6. C -0.272